Version w
DFT (ωB97M-V/def2-TZVPD) results for C20H28BiNO3 as an isolated structure.

Calculated values
- Molar mass: 539.43 g/mol
- HOMO energy (spin up / spin down): -7.67 / -7.67 eV

ORCA input file:
```
! RIJCOSX wB97M-V def2-TZVPD def2/J DEFGRID3
* xyz 0 1
O -0.190 0.401 -2.809
C 0.880 0.140 -3.770
C 0.291 1.165 -4.729
H 0.830 -0.904 -4.084
H 1.885 0.363 -3.389
C -0.882 1.271 -3.740
H 0.025 0.747 -5.687
H 0.894 2.075 -4.826
C -2.168 0.603 -4.187
H -1.981 -0.420 -4.536
H -2.674 1.156 -4.984
H -2.848 0.554 -3.331
C -1.083 2.620 -3.116
H -0.125 3.134 -3.010
H -1.492 2.503 -2.113
H -1.765 3.240 -3.696
Bi 0.751 -1.460 0.302
C 0.992 1.516 0.922
C 2.087 0.552 0.875
C 2.613 0.562 -0.482
H 2.626 0.163 1.744
C 1.899 1.554 -1.193
C 0.903 2.109 -0.342
H 0.223 2.915 -0.625
H 0.486 1.834 1.833
H 3.461 -0.021 -0.826
H 2.123 1.886 -2.211
C -2.356 -1.094 1.630
C -2.321 0.280 1.355
C -1.949 0.477 0.007
H -2.599 1.091 2.041
C -1.737 -0.802 -0.577
C -2.017 -1.793 0.427
H -2.108 -2.861 0.230
H -2.641 -1.541 2.576
H -1.937 1.438 -0.512
H -1.630 -1.009 -1.641
O 0.478 -1.403 -6.333
C 0.084 -0.618 -7.498
C 0.558 -1.278 -8.798
H 0.509 0.407 -7.486
H -1.012 -0.506 -7.491
C 1.526 -2.359 -8.325
H 1.067 -0.565 -9.446
H -0.291 -1.686 -9.347
C 1.360 -2.442 -6.798
H 2.553 -2.094 -8.567
H 1.282 -3.303 -8.803
H 2.337 -2.321 -6.314
H 0.954 -3.419 -6.493
O 0.419 -0.171 4.240
C 0.699 -0.948 3.381
N 1.013 -1.739 2.510
*
```

Version x
DFT (ωB97M-V/def2-TZVPD) results for C20H28BiNO3 as an isolated structure.

Calculated values
- Molar mass: 539.43 g/mol
- HOMO energy (spin up / spin down): -7.75 / -7.74 eV

ORCA input file:
```
! RIJCOSX wB97M-V def2-TZVPD def2/J DEFGRID3
* xyz 0 1
O -0.044 -0.050 0.281
C -1.160 0.286 -0.588
C -2.125 -0.546 0.241
H -0.968 -0.103 -1.590
H -1.388 1.355 -0.614
C -0.877 -0.951 1.060
H -2.521 -1.393 -0.301
H -2.893 0.010 0.792
C -0.466 -2.395 0.812
H -0.401 -2.576 -0.265
H -1.224 -3.055 1.248
H 0.498 -2.607 1.290
C -0.909 -0.524 2.508
H -1.475 0.414 2.590
H 0.111 -0.364 2.888
H -1.392 -1.307 3.108
Bi 2.931 1.897 -0.606
C 2.010 3.052 2.109
C 1.974 3.761 0.851
C 0.685 3.477 0.245
H 2.635 4.571 0.560
C -0.045 2.704 1.160
C 0.765 2.435 2.287
H 0.435 1.904 3.178
H 2.819 3.085 2.836
H 0.323 3.881 -0.691
H -1.093 2.444 1.075
C 5.003 0.113 1.146
C 4.182 0.221 2.287
C 2.880 -0.198 1.946
H 4.523 0.479 3.291
C 2.868 -0.577 0.574
C 4.219 -0.403 0.068
H 4.595 -0.842 -0.862
H 6.085 0.299 1.101
H 2.051 -0.317 2.633
H 2.056 -1.085 0.049
O -2.580 -1.653 -2.425
C -3.683 -2.426 -1.851
C -4.690 -2.829 -2.942
H -4.213 -1.810 -1.090
H -3.244 -3.308 -1.345
C -4.273 -1.991 -4.165
H -5.705 -2.595 -2.606
H -4.606 -3.909 -3.101
C -2.902 -1.367 -3.794
H -5.002 -1.192 -4.348
H -4.191 -2.608 -5.060
H -2.921 -0.267 -3.902
H -2.104 -1.782 -4.430
O 5.570 3.869 1.857
C 5.148 3.548 0.799
N 4.731 3.223 -0.296
*
```

Stability comparison, relative energies in hartree: version w 0.0000; version x 0.0028

Version w
DFT (ωB97M-V/def2-TZVPD) results for one molecule with the formula C3H5FN2.

Calculated values
- Molar mass: 88.08 g/mol
- HOMO energy: -8.10 eV

ORCA input file:
```
! RIJCOSX wB97M-V def2-TZVPD def2/J DEFGRID3
* xyz 0 1
C -1.125 0.212 0.522
C 1.258 0.279 -0.242
C -0.127 -0.166 -0.537
N -0.714 1.354 1.191
N 0.364 1.778 1.045
F -0.370 0.400 -1.680
H -2.090 0.464 0.027
H -1.402 -0.575 1.356
H 1.838 -0.400 0.369
H 1.778 0.903 -0.975
H 0.026 -1.252 -0.725
*
```

Version x
DFT (ωB97M-V/def2-TZVPD) results for a 2-piece molecular cluster, C3H5FN2 overall.

Calculated values
- SMILES string: C1=CN=NC1.F
- Molar mass: 88.08 g/mol
- HOMO energy: -10.07 eV

ORCA input file:
```
! RIJCOSX wB97M-V def2-TZVPD def2/J DEFGRID3
* xyz 0 1
C -0.082 -0.454 -0.909
C 1.083 -0.466 -0.229
C 0.966 0.590 0.798
N -0.934 0.511 -0.337
N -0.332 1.077 0.604
F -3.816 1.115 -0.385
H -0.526 -1.144 -1.588
H -3.120 0.690 -0.020
H 1.919 -1.221 -0.278
H 0.853 0.112 1.799
H 1.695 1.313 1.061
*
```

Stability comparison, relative energies in hartree: version w 0.0590; version x 0.0000

Version w
DFT (ωB97M-V/def2-TZVPD) results for a 2-piece molecular cluster, C2H8N6 overall.

Calculated values
- Molar mass: 116.13 g/mol
- HOMO energy: -18.39 eV

ORCA input file:
```
! RIJCOSX wB97M-V def2-TZVPD def2/J DEFGRID3
* xyz 2 1
C 1.746 0.364 0.499
C -1.293 0.710 -0.483
N 2.174 1.400 0.894
N -2.139 0.152 0.095
N 1.078 -0.419 -0.164
N -0.805 1.795 -1.035
N -2.555 -0.796 0.855
N 1.539 -1.694 -0.634
H 2.084 1.982 1.735
H -1.232 2.696 -0.688
H 0.183 1.742 -1.201
H -2.337 -0.531 1.787
H -3.389 -1.212 0.496
H 2.355 -1.674 -1.132
H 0.898 -2.238 -1.137
H 1.694 -2.278 0.111
*
```

Version x
DFT (ωB97M-V/def2-TZVPD) results for a 2-piece molecular cluster, C2H8N6 overall.

Calculated values
- Molar mass: 116.13 g/mol
- HOMO energy: -18.49 eV

ORCA input file:
```
! RIJCOSX wB97M-V def2-TZVPD def2/J DEFGRID3
* xyz 2 1
C -1.240 -0.936 0.312
C 1.389 -0.597 -0.432
N -1.781 0.089 -0.062
N 0.991 -1.552 -1.023
N 1.919 0.444 0.158
N -1.114 -2.032 0.949
N -1.845 1.333 -0.451
N 1.381 1.671 0.357
H 1.243 -1.974 -1.961
H 2.551 0.209 0.888
H -1.901 -2.226 1.491
H -0.562 -2.855 0.737
H -1.627 2.150 0.035
H -2.447 1.731 -1.248
H 2.033 2.327 0.649
H 1.010 2.220 -0.401
*
```

Stability comparison, relative energies in hartree: version w 0.0000; version x 0.0335

Version w
DFT (ωB97M-V/def2-TZVPD) results for one molecule with the formula C4H4O.

Calculated values
- SMILES string: CC#CC=O
- Molar mass: 68.08 g/mol
- HOMO energy: -10.27 eV

ORCA input file:
```
! RIJCOSX wB97M-V def2-TZVPD def2/J DEFGRID3
* xyz 0 1
C -1.790 0.201 -0.038
C -0.346 0.066 -0.044
C 0.858 0.113 -0.115
C 2.242 -0.255 0.053
O 3.222 0.358 -0.297
H -2.018 1.263 -0.146
H -2.231 -0.173 0.890
H -2.222 -0.346 -0.881
H 2.286 -1.226 0.579
*
```

Version x
DFT (ωB97M-V/def2-TZVPD) results for a 2-piece molecular cluster, C4H4O overall.

Calculated values
- Molar mass: 68.08 g/mol
- HOMO energy (spin up / spin down): -7.86 / -7.85 eV

ORCA input file:
```
! RIJCOSX wB97M-V def2-TZVPD def2/J DEFGRID3
* xyz 0 1
C -0.103 0.399 2.388
C -0.101 0.381 1.134
C 0.035 0.758 -0.357
C -0.366 -0.488 0.030
O -0.987 -1.558 -0.502
H -0.564 1.379 -0.992
H 1.176 0.669 -0.873
H 2.316 0.489 -1.149
H -1.406 -2.029 0.320
*
```

Stability comparison, relative energies in hartree: version w 0.0000; version x 0.3022

Version w
DFT (ωB97M-V/def2-TZVPD) results for one molecule with the formula C4H4O.

Calculated values
- SMILES string: C#CCC=O
- Molar mass: 68.07 g/mol
- HOMO energy: -9.87 eV

ORCA input file:
```
! RIJCOSX wB97M-V def2-TZVPD def2/J DEFGRID3
* xyz 0 1
O -0.586 1.470 0.263
C -0.987 0.547 -0.399
C -0.257 -0.810 -0.455
C 1.057 -0.553 0.131
C 1.464 0.308 0.881
H -1.919 0.680 -0.967
H -0.351 -1.321 -1.419
H -0.710 -1.460 0.298
H 1.828 1.052 1.546
*
```

Version x
DFT (ωB97M-V/def2-TZVPD) results for one molecule with the formula C4H4O.

Calculated values
- SMILES string: CC#CC=O
- Molar mass: 68.08 g/mol
- HOMO energy: -10.40 eV

ORCA input file:
```
! RIJCOSX wB97M-V def2-TZVPD def2/J DEFGRID3
* xyz 0 1
C -1.814 0.240 -0.076
C -0.364 0.075 -0.033
C 0.835 -0.066 0.007
C 2.263 -0.300 0.109
O 3.112 0.435 -0.344
H -2.088 1.297 -0.010
H -2.288 -0.295 0.752
H -2.214 -0.157 -1.014
H 2.534 -1.226 0.650
*
```

Stability comparison, relative energies in hartree: version w 0.0396; version x 0.0000

Version w
DFT (ωB97M-V/def2-TZVPD) results for C27H20ClN5O3PdS as an isolated structure.

Calculated values
- Molar mass: 636.43 g/mol
- HOMO energy (spin up / spin down): -10.55 / -10.55 eV

ORCA input file:
```
! RIJCOSX wB97M-V def2-TZVPD def2/J DEFGRID3
* xyz 1 2
Pd -0.904 -0.023 -0.078
Cl 0.710 1.536 7.195
C 0.396 1.500 5.519
C 0.462 2.705 4.777
C 0.157 2.687 3.457
C -0.261 1.460 2.803
O -0.699 1.488 1.652
C -0.183 0.221 3.557
C -0.397 -1.086 2.969
N -0.633 -1.362 1.751
C -0.691 -2.727 1.371
C -0.033 -3.726 2.030
C -0.175 -5.073 1.648
C -0.966 -5.410 0.595
C -1.638 -4.401 -0.132
C -2.453 -4.682 -1.251
C -3.096 -3.662 -1.878
C -2.910 -2.345 -1.409
N -2.133 -2.042 -0.407
C -1.496 -3.051 0.252
C 0.100 0.283 4.905
H 0.749 3.623 5.271
H 0.194 3.587 2.857
H -0.377 -1.913 3.682
H 0.645 -3.474 2.836
H 0.354 -5.844 2.191
H -1.076 -6.444 0.293
H -2.561 -5.706 -1.589
H -3.743 -3.843 -2.726
H -3.427 -1.517 -1.880
H 0.104 -0.624 5.497
O 0.378 -1.119 -1.609
N 0.003 -1.022 -2.863
C 0.673 -1.757 -3.785
C 0.368 -1.686 -5.116
C -0.658 -0.836 -5.527
C -1.337 -0.111 -4.579
C -1.008 -0.207 -3.223
S -1.912 0.699 -2.043
H 1.453 -2.375 -3.367
H 0.927 -2.287 -5.818
H -0.913 -0.741 -6.573
H -2.144 0.556 -4.851
N 3.870 5.832 -0.548
C 2.800 5.478 0.203
O 2.473 6.048 1.225
C 2.021 4.284 -0.275
C 2.636 3.093 -0.627
C 1.838 1.982 -0.867
N 0.512 2.014 -0.792
C -0.075 3.183 -0.521
C 0.635 4.333 -0.241
H 4.418 6.622 -0.250
H 4.057 5.418 -1.443
H 3.714 3.008 -0.677
H 2.276 1.019 -1.105
H -1.157 3.186 -0.508
H 0.127 5.251 0.022
*
```

Version x
DFT (ωB97M-V/def2-TZVPD) results for C27H20ClN5O3PdS as an isolated structure.

Calculated values
- Molar mass: 636.43 g/mol
- HOMO energy (spin up / spin down): -10.81 / -10.81 eV

ORCA input file:
```
! RIJCOSX wB97M-V def2-TZVPD def2/J DEFGRID3
* xyz 1 2
Pd -0.525 -0.115 -0.769
Cl -0.511 3.604 -6.839
C -0.628 2.425 -5.578
C -0.265 1.100 -5.834
C -0.344 0.148 -4.845
C -0.792 0.486 -3.559
O -0.925 -0.479 -2.664
C -1.155 1.825 -3.309
C -1.640 2.255 -2.029
N -1.561 1.627 -0.906
C -2.114 2.236 0.253
C -3.379 2.751 0.306
C -3.831 3.379 1.486
C -3.015 3.479 2.577
C -1.704 2.946 2.543
C -0.794 3.022 3.624
C 0.449 2.484 3.483
C 0.794 1.851 2.267
N -0.018 1.761 1.245
C -1.255 2.304 1.375
C -1.076 2.784 -4.334
H 0.082 0.830 -6.823
H -0.075 -0.881 -5.042
H -2.092 3.245 -1.999
H -4.048 2.650 -0.540
H -4.836 3.777 1.518
H -3.359 3.966 3.480
H -1.095 3.511 4.542
H 1.177 2.529 4.281
H 1.766 1.391 2.145
H -1.362 3.809 -4.136
O 0.653 -0.942 1.731
N 0.163 -2.102 1.999
C 0.905 -2.970 2.737
C 0.453 -4.226 3.042
C -0.793 -4.639 2.570
C -1.529 -3.764 1.807
C -1.064 -2.471 1.534
S -2.086 -1.344 0.710
H 1.859 -2.568 3.041
H 1.079 -4.876 3.636
H -1.172 -5.627 2.790
H -2.494 -4.042 1.407
N 2.915 -5.925 -2.865
C 3.351 -4.930 -2.058
O 4.473 -4.877 -1.605
C 2.350 -3.850 -1.709
C 0.976 -3.977 -1.847
C 0.161 -2.922 -1.479
N 0.662 -1.796 -0.974
C 1.986 -1.663 -0.827
C 2.858 -2.667 -1.186
H 3.586 -6.624 -3.139
H 2.046 -5.880 -3.363
H 0.510 -4.881 -2.213
H -0.915 -2.966 -1.584
H 2.331 -0.740 -0.383
H 3.924 -2.555 -1.056
*
```

Stability comparison, relative energies in hartree: version w 0.0262; version x 0.0000